Formula: C14H11F6N3O5S2Se2Ti
Source: the Open Molecules 2025 dataset
Level of theory: ωB97M-V with the def2-TZVPD basis set

XYZ file:
```
44
Properties=species:S:1:pos:R:3
Ti -0.3041 -0.1244 -0.4885
F 4.1250 -1.9406 1.8682
C 3.7276 -1.8406 0.6121
F 4.7726 -1.9213 -0.2031
F 2.8763 -2.8080 0.3309
S 2.9529 -0.1564 0.3429
O 1.8184 -0.4405 -0.5673
O 4.0023 0.6534 -0.1662
N 2.4319 0.3428 1.7393
S 1.1337 -0.3605 2.3129
O -0.0687 0.0120 1.5325
O 1.2614 -1.7472 2.6397
C 0.9136 0.5869 3.8639
F 1.9431 0.3447 4.6568
F -0.2021 0.1486 4.4251
F 0.8225 1.8762 3.6173
Se -1.7824 2.2490 0.6690
Se -1.8519 0.4865 -2.5488
C -2.9399 -0.3864 -1.2962
C -4.2947 -0.7119 -1.3942
C -4.8778 -1.4185 -0.3699
C -4.1144 -1.8139 0.7333
C -2.7947 -1.4510 0.7777
N -2.2373 -0.7214 -0.2027
C -0.1824 2.7161 -0.1410
C 0.4055 3.9965 -0.0570
C 1.4987 4.2959 -0.8193
C 2.0306 3.3248 -1.6844
C 1.4653 2.0890 -1.6877
N 0.3931 1.7671 -0.9118
H -4.8499 -0.4057 -2.2697
H -5.9280 -1.6806 -0.4231
H -4.5424 -2.3919 1.5398
H -2.1515 -1.7124 1.6060
H -0.0534 4.7232 0.5982
H 1.9446 5.2822 -0.7709
H 2.8844 3.5288 -2.3145
H 1.8526 1.3034 -2.3175
C -0.3960 -2.7435 -2.6403
C -0.2215 -1.8725 -1.4591
O -0.0482 -2.2595 -0.3209
H -0.0298 -3.7508 -2.4477
H 0.0818 -2.2981 -3.5107
H -1.4669 -2.7695 -2.8530
```

Values from the calculation:
- Kohn-Sham gap: 6.40 eV
- Calculated total energy: -221188.2482 eV
- HOMO: -7.36 eV
- Multiplicity: 1
- Energy relative to the best compared isomer or geometry (same formula, charge and spin): 0.000 eV